# C19H19IN2O3Pd

C19H19IN2O3Pd as an isolated structure (the ωB97M-V functional and the def2-TZVPD basis, the OMol25 dataset).

ORCA input file:
```
! wB97M-V def2-TZVPD RIJCOSX def2/J DEFGRID3
* xyz 0 3
C 3.2940 3.8354 0.9166
C 4.3226 2.7729 0.4800
H 3.0550 4.4978 0.0840
H 3.7106 4.4442 1.7332
H 2.3604 3.3958 1.2809
H 3.9292 2.0481 -0.2268
H 5.1615 3.3003 0.0030
H 4.7205 2.2411 1.3470
C -2.9149 1.0692 -0.9149
C -4.1564 0.8953 -1.5356
C -4.3919 -0.2497 -2.2932
C -3.3900 -1.2031 -2.4232
H -2.6637 1.9291 -0.2910
H -4.9065 1.6693 -1.3897
H -5.3539 -0.4060 -2.7716
H -3.5171 -2.1277 -2.9865
N -1.9406 0.1702 -1.0998
C -2.1555 -0.9803 -1.7852
C -1.0491 -1.9278 -1.7410
N 0.0200 -1.5545 -0.9959
C 1.1070 -2.3127 -0.8104
C 0.0743 -4.0031 -2.1985
C 1.1502 -3.5697 -1.4210
H 1.8976 -1.8957 -0.1849
H 2.0309 -4.1718 -1.2595
C -1.0268 -3.1822 -2.3536
H -1.8943 -3.4406 -2.9369
H 0.1000 -4.9718 -2.6840
Pd -0.1107 0.2830 0.0371
I 0.5188 2.6958 -0.3506
O 0.6768 -0.0288 4.4588
C -0.1324 -1.0722 4.7041
C -0.4028 -1.4010 6.0428
C -1.1870 -2.5120 6.3163
C -1.7140 -3.3081 5.2862
C -1.4587 -2.9669 3.9486
C -0.6764 -1.8520 3.6478
C -0.5105 -1.3164 2.2538
O -1.4111 -1.4513 1.3828
O 0.6012 -0.6610 1.9860
H 0.8936 -0.0837 3.4715
H 0.0508 -0.7895 6.8184
H -1.3845 -2.7733 7.3538
H -2.3277 -4.1884 5.5250
H -1.8509 -3.5635 3.1156
*
```

Summary:
frontier orbital gap (spin up / spin down): 6.857 / 6.300 eV
lowest unoccupied orbital energy (spin up / spin down): -1.06 / -1.62 eV
total energy: -40714.85642 eV